1.
Density functional theory data (ωB97M-V/def2-TZVPD) for a structure of composition C15H11Cl5N3O6Re.

Geometry as ORCA input:
```
! wB97M-V def2-TZVPD RIJCOSX def2/J DEFGRID3
* xyz 0 1
Re -0.04 -0.44 -0.17
N 1.83 -1.34 0.26
C 2.72 -1.42 -0.92
C 2.05 -0.81 -2.14
O 2.52 -0.93 -3.25
N 0.93 -0.09 -1.83
C 0.20 0.51 -2.95
C -1.20 0.85 -2.47
O -2.07 1.23 -3.20
O -1.32 0.72 -1.15
H 2.32 -0.95 1.06
H 1.46 -2.27 0.56
H 3.01 -2.45 -1.14
H 3.62 -0.84 -0.75
H 0.15 -0.18 -3.79
H 0.69 1.42 -3.29
Cl -2.21 0.57 2.04
C -0.76 1.54 2.02
C 0.28 1.18 1.15
C 1.40 2.01 1.21
Cl 2.79 1.67 0.21
C 1.49 3.12 2.04
Cl 2.90 4.12 2.04
C 0.44 3.42 2.90
Cl 0.54 4.77 3.95
C -0.69 2.61 2.90
Cl -1.99 2.97 3.96
O -0.66 -2.08 -1.67
N -1.42 -3.09 -1.33
C -2.71 -2.87 -1.01
C -3.52 -3.92 -0.64
C -3.01 -5.20 -0.61
C -1.69 -5.40 -0.96
C -0.90 -4.33 -1.31
H -3.02 -1.84 -1.07
H -4.55 -3.71 -0.39
H -3.64 -6.04 -0.32
H -1.24 -6.39 -0.95
H 0.14 -4.39 -1.58
O -0.55 -1.71 0.96
O -0.01 -2.96 1.17
*
```

Output
Lowest unoccupied orbital energy, eV: -1.1
Kohn-Sham gap, eV: 7.352
HOMO, Eh: -0.3117
Strongest force on any atom, eV/A: 0.69
Relative energy (zero: lowest compared OMol25 entry of this formula, charge and spin), kcal per mole: 0.00
Calculated total energy, Eh: -3573.049396

2.
Density functional theory data (ωB97M-V/def2-TZVPD) for a cluster of 2 separate species, C15H11F7N in total at a distorted geometry.

Geometry as ORCA input:
```
! wB97M-V def2-TZVPD RIJCOSX def2/J DEFGRID3
* xyz 1 1
F -3.36 2.43 1.45
C -3.08 1.08 1.47
C -4.15 0.19 1.48
C -3.83 -1.17 1.53
F -4.86 -2.08 1.52
C -2.53 -1.63 1.60
C -1.44 -0.70 1.64
C -0.15 -1.26 1.84
C 1.14 -0.69 1.66
C 2.23 -1.62 1.58
C 3.53 -1.16 1.50
F 4.55 -2.07 1.46
C 3.85 0.21 1.47
C 2.78 1.09 1.51
F 3.06 2.44 1.49
C 1.45 0.70 1.58
C -1.75 0.68 1.50
H -5.18 0.53 1.46
H -2.30 -2.69 1.63
H -0.15 -2.34 2.00
H 2.00 -2.68 1.61
H 4.88 0.55 1.45
H 0.67 1.45 1.61
H -0.97 1.43 1.44
F -2.15 -2.01 7.34
C -1.11 -1.28 6.81
F -0.94 -0.16 7.58
F 0.03 -2.04 6.90
C -1.36 -0.91 5.36
N -0.17 -0.32 4.78
H -1.68 -1.84 4.87
H -2.17 -0.17 5.39
H 0.62 -0.96 4.87
H -0.30 -0.08 3.80
*
```

Output
Lowest unoccupied orbital energy, eV: -7.2
Kohn-Sham gap, eV: 6.094
HOMO, Eh: -0.4879
Strongest force on any atom, eV/A: 1.98
Relative energy (zero: lowest compared OMol25 entry of this formula, charge and spin), kcal per mole: 0.00
Calculated total energy, Eh: -1331.704200

3.
Density functional theory data (ωB97M-V/def2-TZVPD) for a structure of composition C15H11IN3OPtS2.

Geometry as ORCA input:
```
! wB97M-V def2-TZVPD RIJCOSX def2/J DEFGRID3
* xyz -1 1
Pt 0.33 -0.89 -0.40
C -3.33 1.47 2.48
C -2.66 1.11 1.30
N -1.38 0.85 1.24
C -0.65 0.92 2.36
C -1.20 1.35 3.59
C -2.58 1.61 3.62
C -0.38 1.53 4.74
C 0.95 1.32 4.66
C 1.56 0.85 3.45
C 2.93 0.61 3.39
C 3.48 0.12 2.24
C 2.64 -0.17 1.17
N 1.32 0.03 1.21
C 0.77 0.58 2.31
H -4.39 1.66 2.47
H -3.21 1.02 0.36
H -3.04 1.92 4.55
H -0.84 1.87 5.66
H 1.59 1.49 5.52
H 3.54 0.81 4.27
H 4.54 -0.07 2.14
H 3.02 -0.61 0.26
C 4.47 0.19 -4.13
O 3.26 0.62 -3.52
C 2.72 -0.13 -2.54
S 3.42 -1.56 -2.04
S 1.32 0.62 -1.93
H 4.70 0.96 -4.86
H 4.34 -0.78 -4.62
H 5.26 0.10 -3.39
N -1.00 -2.64 1.87
C -0.51 -2.07 0.99
I -0.95 -2.09 -2.29
*
```

Output
Lowest unoccupied orbital energy, eV: 2.1
Kohn-Sham gap, eV: 6.654
HOMO, Eh: -0.1670
Strongest force on any atom, eV/A: 0.45
Relative energy (zero: lowest compared OMol25 entry of this formula, charge and spin), kcal per mole: 0.00
Calculated total energy, Eh: -2031.264381

4.
Density functional theory data (ωB97M-V/def2-TZVPD) for a structure of composition C15H11N3OsSbSe4.

Geometry as ORCA input:
```
! wB97M-V def2-TZVPD RIJCOSX def2/J DEFGRID3
* xyz 1 5
Os -0.09 0.27 -1.15
C -4.45 -0.24 -1.36
C -4.75 -0.69 -0.09
C -3.73 -0.87 0.82
C -2.42 -0.60 0.44
N -2.13 -0.17 -0.81
C -3.13 0.00 -1.69
C -1.27 -0.80 1.34
C -1.29 -1.19 2.67
C -0.09 -1.34 3.34
C 1.12 -1.11 2.69
C 1.09 -0.72 1.36
N -0.09 -0.57 0.74
C 2.25 -0.45 0.49
C 3.56 -0.59 0.90
C 4.59 -0.34 0.01
C 4.29 0.03 -1.28
C 2.96 0.16 -1.65
N 1.96 -0.07 -0.79
H -5.22 -0.09 -2.11
H -5.78 -0.89 0.20
H -3.94 -1.22 1.82
H -2.84 0.36 -2.67
H -2.23 -1.37 3.18
H -0.09 -1.63 4.38
H 2.05 -1.23 3.21
H 3.77 -0.89 1.92
H 5.62 -0.44 0.33
H 5.05 0.24 -2.01
H 2.67 0.47 -2.64
Se -0.16 2.57 -0.12
Sb 0.66 3.37 -2.33
Se -0.06 1.15 -3.39
Se 2.97 3.72 -2.56
Se -0.84 5.18 -3.18
*
```

Output
<S²>: 6.03
Lowest unoccupied orbital energy (spin up / spin down), eV: -4.0 / -5.0
Kohn-Sham gap (spin up / spin down), eV: 5.961 / 5.610
HOMO (spin up / spin down), Eh: -0.3657 / -0.3899
Strongest force on any atom, eV/A: 0.71
Calculated total energy, Eh: -10678.957674

- Among the records above, which one has the lowest strongest force on any atom?
  C15H11IN3OPtS2

- Among the records above, which one has the lowest calculated total energy?
  C15H11N3OsSbSe4

- Which of these has the lowest strongest force on any atom?
  C15H11IN3OPtS2